Below is a 3-piece molecular cluster, C3H5IO2S overall, with properties calculated with ωB97M-V with the def2-TZVPD basis set.

The geometry in XYZ format:
```
12
C3H5IO2S (ωB97M-V with the def2-TZVPD basis set)
C 1.10175 -1.45441 -0.93419
C 1.64893 -0.18139 -0.31980
C 1.32973 -1.16309 0.51076
O -0.94986 0.48431 2.43043
O -2.21094 2.38941 1.55530
S -0.95559 1.81185 1.87586
I -1.76897 1.20342 -1.72452
H 0.08040 -1.45798 -1.31835
H 1.68523 -2.19044 -1.60272
H 2.03562 0.82999 -0.50000
H -3.29798 1.40365 -1.40924
H 1.30168 -1.67533 1.43646
```

## Properties
Strongest force on any atom: 2.62 eV Å⁻¹
Lowest unoccupied orbital energy: -1.007 eV
HOMO-LUMO gap: 0.307 Eh

Now the Löwdin charges, all in e: -0.215, -0.078, -0.063, -0.435, -0.473, 0.795, 0.508, 0.022, 0.100, 0.095, -0.340, 0.084

---

Below is C3H5IS as an isolated structure, with properties calculated with ωB97M-V with the def2-TZVPD basis set.

The geometry in XYZ format:
```
10
C3H5IS (ωB97M-V with the def2-TZVPD basis set)
C 0.70800 1.11990 0.62957
C -0.04571 0.71494 -0.39786
C -0.72035 -0.58114 -0.35711
S -0.15655 -1.82265 -1.65635
I -2.80771 -0.29858 -0.84328
H 1.17072 2.08396 0.58005
H 0.84914 0.44305 1.50590
H 0.03353 1.53090 -1.19914
H -0.80683 -0.82374 1.02324
H -1.16683 -2.48302 -1.35050
```

## Properties
Strongest force on any atom: 4.64 eV Å⁻¹
Lowest unoccupied orbital energy: 0.084 eV
HOMO-LUMO gap: 0.336 Eh

Now the Löwdin charges, all in e: -0.016, -0.430, -1.100, 0.638, 0.739, 0.050, 0.072, 0.129, 0.176, -0.258

---

Below is C3H5IrO3 as an isolated structure, with properties calculated with ωB97M-V with the def2-TZVPD basis set.

The geometry in XYZ format:
```
12
C3H5IrO3 (ωB97M-V with the def2-TZVPD basis set)
H 1.77003 -0.40303 -0.45129
O -1.16438 0.68230 -0.90217
C -0.32257 0.63846 0.18259
C -2.36407 -0.00961 -0.57987
O 0.96607 0.71319 -0.06691
O -0.67702 -0.49726 0.94796
C -1.97524 -0.94173 0.56717
H -2.69602 -0.55647 -1.47070
H -3.14026 0.71099 -0.28968
H -1.89377 -1.99073 0.25863
H -2.64875 -0.84805 1.42831
Ir 1.78239 -0.87778 1.07488
```

## Properties
Strongest force on any atom: 3.10 eV Å⁻¹
Total charge: +1
Lowest unoccupied orbital energy (spin up / spin down): -5.364 / -8.406 eV
⟨S²⟩: 8.7648
Multiplicity: 6
HOMO-LUMO gap (spin up / spin down): 0.248 / 0.257 Eh

Now the Löwdin charges, all in e: 0.051, 0.045, -0.445, -0.098, -0.212, -0.173, -0.101, 0.147, 0.145, 0.142, 0.145, 1.353

---

Below is C3H5IrO4 as an isolated structure, with properties calculated with ωB97M-V with the def2-TZVPD basis set.

The geometry in XYZ format:
```
13
C3H5IrO4 (ωB97M-V with the def2-TZVPD basis set)
O 1.86902 0.40816 -0.81969
C 0.76339 0.37666 -1.51408
C 1.54297 0.22541 0.69206
O 0.61422 -0.04956 -2.63073
O -0.32200 0.44733 -0.68238
C 0.05850 0.37364 0.70608
H 2.07805 0.99224 1.25768
H 1.89466 -0.78513 0.92454
H -0.31540 1.29354 1.16767
H -0.65912 -0.49945 1.13926
O -2.26169 -1.08247 0.35629
H -3.09844 -1.35277 0.73645
Ir -2.16417 -0.34759 -1.33313
```

## Properties
Strongest force on any atom: 3.77 eV Å⁻¹
Total charge: +1
Lowest unoccupied orbital energy (spin up / spin down): -3.667 / -8.106 eV
⟨S²⟩: 8.7577
Multiplicity: 6
HOMO-LUMO gap (spin up / spin down): 0.342 / 0.282 Eh

Now the Löwdin charges, all in e: 0.117, -0.596, 0.023, 0.141, -0.281, -0.127, 0.146, 0.147, 0.144, 0.152, -0.431, 0.054, 1.511

---

Below is C3H5LiO4Yb as an isolated structure, with properties calculated with ωB97M-V with the def2-TZVPD basis set.

The geometry in XYZ format:
```
14
C3H5LiO4Yb (ωB97M-V with the def2-TZVPD basis set)
Yb -0.73479 -0.82827 -3.43886
O -2.71220 -0.39051 -2.39077
C -3.29887 0.25256 -1.40641
H -3.55432 1.29608 -1.68159
H -4.10238 -0.31279 -0.89409
C -2.02593 0.61820 -0.00269
O -1.81785 -0.72817 0.48261
C -0.63245 -1.29155 0.44844
O 0.03900 -1.35627 -0.55253
O -0.38655 -1.59957 1.71987
Li -2.56173 -0.38515 2.52960
H -1.84614 1.59010 0.48363
H -1.24246 0.84365 -0.74096
H -0.13294 -2.52758 1.81189
```

## Properties
Strongest force on any atom: 6.06 eV Å⁻¹
Total charge: +2
Lowest unoccupied orbital energy (spin up / spin down): -7.662 / -10.610 eV
⟨S²⟩: 2.0011
Multiplicity: 3
HOMO-LUMO gap (spin up / spin down): 0.266 / 0.207 Eh

Now the Löwdin charges, all in e: 1.792, -0.493, -0.255, 0.115, 0.114, -0.068, -0.096, -0.615, 0.070, 0.172, 0.912, 0.121, 0.064, 0.167

---

Below is C3H5LiORb as an isolated structure, with properties calculated with ωB97M-V with the def2-TZVPD basis set.

The geometry in XYZ format:
```
11
C3H5LiORb (ωB97M-V with the def2-TZVPD basis set)
O -0.18035 -1.82521 -0.60816
C -0.36289 -0.56671 -1.10251
H 0.45781 -0.37009 -1.83356
Rb 1.53708 -2.01535 1.31461
Li -2.87000 -3.24342 -1.03784
C 0.87226 1.19824 0.95781
H 1.73214 1.65598 0.43692
H 0.60748 1.69799 1.90400
C -0.27920 0.97526 0.06702
H -1.18981 0.78693 0.66185
H -0.32452 1.70638 -0.76015
```

## Properties
Strongest force on any atom: 3.57 eV Å⁻¹
Lowest unoccupied orbital energy (spin up / spin down): -1.285 / -1.361 eV
⟨S²⟩: 0.9154
Multiplicity: 2
HOMO-LUMO gap (spin up / spin down): 0.114 / 0.096 Eh

Now the Löwdin charges, all in e: -0.592, -0.261, 0.026, 0.757, 0.553, -0.252, -0.011, -0.009, -0.320, 0.053, 0.056

---

Below is C3H5MgO4 as an isolated structure, with properties calculated with ωB97M-V with the def2-TZVPD basis set.

The geometry in XYZ format:
```
13
C3H5MgO4 (ωB97M-V with the def2-TZVPD basis set)
O -1.91807 -2.12345 -1.45408
C -2.68530 -1.27006 -0.90369
O -3.78494 -1.37295 -0.41488
O -1.91596 -0.10716 -0.69021
H -2.39477 0.62921 -0.29290
C 2.15881 0.30307 0.11649
O 1.51220 -0.41083 -0.64544
C 1.59362 1.09360 1.22152
H 3.23313 0.43900 -0.10248
H 1.43449 0.46582 2.10829
H 0.67494 1.57916 0.85323
H 2.28771 1.91975 1.44291
Mg -0.19585 -1.14515 -1.23877
```

## Properties
Strongest force on any atom: 3.25 eV Å⁻¹
Total charge: +1
Lowest unoccupied orbital energy: -5.228 eV
HOMO-LUMO gap: 0.324 Eh

Now the Löwdin charges, all in e: -0.056, -0.735, 0.148, -0.006, 0.145, -0.174, -0.029, 0.003, 0.160, 0.124, 0.109, 0.109, 1.201

---

Below is a 2-piece molecular cluster, C3H5N10 overall, with properties calculated with ωB97M-V with the def2-TZVPD basis set.

The geometry in XYZ format:
```
18
C3H5N10 (ωB97M-V with the def2-TZVPD basis set)
C -2.47942 0.32174 0.25151
C 0.95658 -0.74759 -0.25282
C 3.35727 -0.76771 0.52331
N -4.06900 -0.89453 -0.32512
N -3.56166 -0.27278 0.70868
N -2.22983 -0.04789 -1.02875
N 0.44124 0.06454 -1.25717
N -3.27063 -0.73216 -1.33413
N 1.30929 0.95321 -1.72644
N 2.43899 0.65245 -1.16929
N 2.22186 -0.28749 -0.22427
N -1.55924 1.55902 1.91837
N -1.48865 1.05720 0.79131
H 3.49205 -0.31036 1.43927
H 3.22246 -1.81823 0.71533
H 4.21734 -0.40550 -0.15161
H -2.45894 1.40355 2.36288
H -0.53972 0.27253 -1.24108
```

## Properties
Strongest force on any atom: 3.24 eV Å⁻¹
Total charge: -1
Lowest unoccupied orbital energy: 3.373 eV
HOMO-LUMO gap: 0.327 Eh

Now the Löwdin charges, all in e: -0.550, -0.069, -0.057, -0.120, 0.002, -0.016, -0.045, -0.132, 0.003, -0.009, -0.250, 0.043, -0.049, 0.043, 0.073, 0.108, 0.020, 0.006

---

Below is an isolated ion of composition C3H5N2 and charge +1, with properties calculated with ωB97M-V with the def2-TZVPD basis set.

The geometry in XYZ format:
```
10
C3H5N2 (ωB97M-V with the def2-TZVPD basis set)
C -1.12315 -0.19861 0.01703
C 0.21155 -0.10783 -0.73376
N 1.04412 -0.96329 0.07149
C 0.06832 -0.09535 0.86384
N 0.63618 1.03931 0.01951
H -1.57049 -1.16338 -0.01184
H -1.94738 0.61695 -0.07581
H 0.71782 -1.85164 -0.12183
H 0.32175 1.93319 0.04166
H 1.64128 0.79066 -0.07027
```

## Properties
Strongest force on any atom: 5.30 eV Å⁻¹
Total charge: +1
Lowest unoccupied orbital energy: -5.434 eV
Structure (SMILES): C1[C@@]23N[C@@]12[NH2+]3
HOMO-LUMO gap: 0.417 Eh

Now the Löwdin charges, all in e: 0.029, -0.133, 0.170, -0.004, 0.213, 0.112, 0.176, 0.097, 0.146, 0.193

---

Below is C3H5N2 as an isolated structure, with properties calculated with ωB97M-V with the def2-TZVPD basis set.

The geometry in XYZ format:
```
10
C3H5N2 (ωB97M-V with the def2-TZVPD basis set)
C -0.85479 -0.84384 -0.61203
C 0.15563 0.24742 -0.71420
C 0.76443 -0.47670 0.46718
N -0.34568 -1.42144 0.42684
N 0.01293 0.78696 0.61665
H -1.69416 -1.18679 -1.16868
H 0.30680 0.76712 -1.69135
H 1.78290 -0.44816 0.92541
H 0.63877 1.55824 0.54441
H -0.76683 1.01719 1.20577
```

## Properties
Strongest force on any atom: 3.48 eV Å⁻¹
Total charge: +1
Lowest unoccupied orbital energy: -4.745 eV
HOMO-LUMO gap: 0.404 Eh

Now the Löwdin charges, all in e: -0.019, -0.090, -0.090, 0.151, 0.172, 0.131, 0.187, 0.192, 0.169, 0.197